14
Properties=species:S:1:pos:R:3 method="wB97M-V/def2-TZVPD" gap_ev="7.666 / 8.686" relative_energy_kcal_mol=93.0 fmax_ev_per_a=2.9 multiplicity=1
C 0.7270 -0.0150 -0.3399
N 0.0656 -1.0967 0.0905
N -1.5471 -0.2667 -0.8104
N -2.0657 0.8094 -0.1748
N 0.7435 1.0884 0.4696
O 2.2603 -1.3004 0.0801
H 2.2635 -1.4585 1.0342
H 0.2368 -1.8705 -0.5445
H -2.0699 -1.0896 -0.5046
H 1.0071 0.1506 -1.3757
H -1.6535 1.6822 -0.4848
H -2.0952 0.7516 0.8432
H 1.4827 1.7444 0.2657
H 0.6450 0.8708 1.4516